Molecular formula: C5H13N4
Method: DFT, ωB97M-V with the def2-TZVPD basis set

Calculated values
- relative energy (zero: lowest compared OMol25 entry of this formula, charge and spin) (eV) = 4.638
- strongest force on any atom (hartree/bohr) = 0.0764
- net charge = +1

Each line ends with the natural charge from an NBO analysis.
Atoms and positions in Å:
1 C -3.119507 0.435146 2.407045  0.095
2 C 0.711109 -0.012484 1.293449  -0.252
3 C -0.471910 0.274033 0.234336  0.289
4 C -0.644097 1.866722 -0.005660  -0.625
5 C 0.321660 -0.183981 -2.213759  -0.418
6 N -2.541576 0.232189 1.431713  0.001
7 N -1.734649 -0.209560 0.590551  -0.441
8 N 1.171248 -1.447015 1.357036  -0.885
9 N -0.031750 -0.700032 -0.883595  -0.548
10 H -3.975752 0.901325 2.760365  0.244
11 H 1.538003 0.412557 0.744105  0.201
12 H 0.533450 0.395501 2.267017  0.224
13 H -1.727576 1.840185 -0.275297  0.240
14 H 0.156403 2.127922 -0.710270  0.229
15 H -0.506097 2.401256 0.900171  0.241
16 H 0.719231 -0.836845 -2.922311  0.243
17 H -0.631728 0.019017 -2.548293  0.219
18 H 1.041998 0.619798 -2.208133  0.228
19 H 2.194655 -1.488439 1.566615  0.403
20 H 0.663765 -2.108524 2.010732  0.403
21 H 0.617986 -1.325078 -0.332258  0.467
22 H -0.804498 -1.319721 -1.098127  0.444

Atoms 1-3, force components in eV/Å:
C -0.89 0.05 0.89
C 0.00 -1.46 -1.19
C 0.79 1.36 2.26



Molecular formula: C12H11F2MgN
Method: DFT, ωB97M-V with the def2-TZVPD basis set

Calculated values
- relative energy (zero: lowest compared OMol25 entry of this formula, charge and spin) (eV) = 0.000
- strongest force on any atom (hartree/bohr) = 0.0460

Each line ends with the natural charge from an NBO analysis.
Atoms and positions in Å:
1 Mg -1.610085 0.135695 -1.009562  1.524
2 C -0.475680 0.609495 -4.933506  -0.892
3 H -1.406838 0.644976 -4.335971  0.235
4 H -0.016722 -0.417164 -4.794462  0.214
5 H 0.033788 1.294993 -4.275477  0.216
6 H -0.749414 1.083556 -5.872043  0.225
7 H -2.418003 0.764142 -2.357326  -0.667
8 F 0.159521 4.555942 1.908896  -0.338
9 C 0.167206 3.187556 1.738909  0.425
10 C -0.217282 2.656403 0.489827  -0.334
11 C -0.214600 1.282369 0.335778  -0.460
12 C 0.236352 0.494037 1.414780  -0.261
13 C 0.567032 1.079846 2.657430  0.445
14 F 0.970035 0.310951 3.705866  -0.335
15 C 0.563545 2.436129 2.801106  -0.386
16 C 0.295659 -0.918970 1.202555  0.227
17 C 0.779683 -1.894994 2.114911  -0.248
18 C 0.789086 -3.234202 1.722624  -0.136
19 C 0.350846 -3.541853 0.416025  -0.283
20 C -0.128457 -2.518216 -0.428447  0.056
21 N -0.211226 -1.261999 -0.035313  -0.596
22 H -0.546511 3.364851 -0.290161  0.223
23 H 0.929875 2.837644 3.772736  0.247
24 H 1.144826 -1.639714 3.108176  0.253
25 H 1.134733 -4.038461 2.374410  0.228
26 H 0.359861 -4.551300 0.003104  0.225
27 H -0.487238 -2.721708 -1.434869  0.195

Atoms 1-3, force components in eV/Å:
Mg 1.76 0.91 0.58
C -1.05 -0.44 2.07
H -0.03 -0.69 -0.53